Formula: C7H18KO9
Source: OMol25
Level of theory: the ωB97M-V functional and the def2-TZVPD basis

```
35
Properties=species:S:1:pos:R:3
K -20.4492 26.2089 -0.6715
C -21.0839 28.3321 -2.3058
O -22.0479 27.5435 -1.9936
O -20.0399 28.1338 -1.6871
O -21.3068 29.4579 -1.8993
C -17.7358 26.0699 1.3245
C -17.9083 25.0228 2.3462
O -18.5290 23.8907 1.8263
O -18.9593 26.3362 0.5950
H -17.0384 25.7325 0.5577
H -17.2520 26.9137 1.8165
H -18.6185 25.3124 3.1207
H -16.9728 24.7576 2.8388
H -19.2767 24.1583 1.2869
H -19.4539 27.0336 1.0315
C -21.5712 24.4595 -4.2565
C -21.1514 25.8320 -3.6912
O -21.1766 25.7726 -2.2795
O -22.9273 24.2483 -4.3081
H -21.0581 23.6168 -3.7932
H -21.2168 24.5142 -5.2858
H -21.9665 26.5392 -3.8450
H -20.3021 26.3571 -4.1282
H -21.4557 26.6785 -2.1279
H -23.3416 24.6369 -3.5342
C -21.4390 23.7263 2.4470
C -21.1618 24.8959 1.5068
O -20.3517 24.3818 0.3805
O -22.3786 22.7354 1.8362
H -21.8031 23.8838 3.4623
H -20.4809 23.2729 2.7014
H -20.5420 25.4930 2.1758
H -22.0549 25.4798 1.2843
H -20.8712 23.7232 -0.0862
H -23.2953 22.8378 2.1021
```

Properties
Net charge: -1
HOMO energy (Eh): -0.0509
Gap between HOMO and LUMO (Ha): 0.124
2S+1: 1
Energy above the lowest of the compared OMol25 structures with the same formula, charge and spin (kJ/mol): 752.6
E_tot (hartree): -1554.1315

***

Formula: C37H46N3O5SbTeTl
Source: OMol25
Level of theory: the ωB97M-V functional and the def2-TZVPD basis

```
94
Properties=species:S:1:pos:R:3
Tl 1.0963 1.0658 -0.5638
O 1.5208 -4.9182 1.2266
C 1.7563 -4.3483 2.4323
C 1.9965 -5.1852 3.5215
C 2.2282 -4.6756 4.7832
C 2.2411 -3.3070 4.9825
C 2.0343 -2.4666 3.9073
C 1.7769 -2.9392 2.6189
C 1.5072 -1.9117 1.5518
O 1.7840 -0.6961 1.7370
N 1.0191 -2.4074 0.4123
N 0.6141 -1.6451 -0.5640
C 0.0613 -2.3342 -1.5424
C -0.3150 -1.8830 -2.8218
C -1.2436 -2.6697 -3.5476
C -1.6556 -2.3249 -4.8006
C -1.1195 -1.1617 -5.4139
C -0.2083 -0.3856 -4.7689
C 0.2499 -0.6963 -3.4405
O 1.1274 -0.0022 -2.8774
H 1.5893 -5.8747 1.3212
H 1.9864 -6.2594 3.3692
H 2.4038 -5.3507 5.6114
H 2.3970 -2.8961 5.9710
H 2.0341 -1.4047 4.0666
H -0.1519 -3.3860 -1.3353
H -1.6446 -3.5565 -3.0696
H -2.3677 -2.9386 -5.3353
H -1.4354 -0.9004 -6.4170
H 0.2253 0.4849 -5.2459
C -0.6389 3.1071 -2.8423
Sb -2.3330 1.9827 -2.1198
C -3.5152 3.7623 -1.7516
C -3.1783 1.7824 -4.1127
H -0.9562 3.8083 -3.6140
H 0.1008 2.4200 -3.2576
H -0.1964 3.6536 -2.0089
H -3.7186 4.2581 -2.6999
H -2.9712 4.4435 -1.0979
H -4.4630 3.5004 -1.2812
H -3.1145 2.7401 -4.6310
H -4.2256 1.4856 -4.0441
H -2.6355 1.0290 -4.6818
C -1.9525 -0.4170 3.3834
C -0.5863 0.1424 3.6908
O -0.0072 -0.1785 4.7650
N -0.0462 1.0133 2.8385
Te 1.8065 1.1495 3.6043
C 1.6858 3.0517 4.6345
C 0.5364 3.8189 4.8686
C -0.8685 3.3555 4.5826
C 0.6747 5.0999 5.3987
C 1.9070 5.6391 5.7282
C 2.0288 7.0430 6.2556
C 3.0244 4.8296 5.5834
C 2.9338 3.5485 5.0576
C 4.1958 2.7264 4.9632
C 2.9339 1.9571 1.9715
C 4.0874 1.2375 1.6132
C 4.6834 0.1191 2.4360
C 4.7310 1.5517 0.4190
C 4.2638 2.5432 -0.4298
C 4.8859 2.7591 -1.7813
C 3.1863 3.3116 -0.0069
C 2.5212 3.0433 1.1823
C 1.3792 3.9328 1.6028
H -2.0415 -1.3883 3.8651
H -2.1128 -0.5082 2.3106
H -2.7163 0.2389 3.8058
H -0.9880 2.2989 4.7935
H -1.1365 3.5421 3.5409
H -1.5663 3.9107 5.2104
H -0.2217 5.6925 5.5511
H 1.1527 7.6342 5.9919
H 2.9131 7.5329 5.8480
H 2.1184 7.0358 7.3439
H 3.9950 5.2090 5.8871
H 5.0066 3.2089 5.5068
H 4.5132 2.6093 3.9257
H 4.0461 1.7359 5.3985
H 4.4123 0.1827 3.4859
H 5.7707 0.1415 2.3599
H 4.3411 -0.8470 2.0614
H 5.6054 0.9765 0.1322
H 5.8255 2.2160 -1.8711
H 5.0728 3.8157 -1.9763
H 4.2095 2.3925 -2.5566
H 2.8443 4.1325 -0.6297
H 0.9478 4.4507 0.7447
H 1.7313 4.6887 2.3086
H 0.5981 3.3532 2.0934
O -1.2735 2.9824 0.4367
H -1.8653 3.5615 0.9304
H -0.7226 2.5421 1.1112
```

Properties
HOMO energy (spin up / spin down) (Eh): -0.2700 / -0.2804
Gap between HOMO and LUMO (spin up / spin down) (Ha): 0.273 / 0.212
2S+1: 2
Energy above the lowest of the compared OMol25 structures with the same formula, charge and spin (kJ/mol): 87.5
E_tot (hartree): -2658.6186

***

Formula: C23H18BrN8O5RuS2
Source: OMol25
Level of theory: the ωB97M-V functional and the def2-TZVPD basis

```
58
Properties=species:S:1:pos:R:3
Ru -0.1322 0.0935 -0.3243
Br -8.4164 -0.3935 -1.0986
C -7.4093 -1.4566 0.1005
C -7.6244 -2.8244 0.1510
C -6.8795 -3.5879 1.0309
C -5.8975 -3.0063 1.8342
C -5.7203 -1.6216 1.7920
C -6.4767 -0.8514 0.9296
N -5.2323 -3.8808 2.7235
N -4.1544 -3.6356 3.2727
C -3.1520 -2.8390 2.7676
C -2.3138 -2.2377 3.7172
C -1.3690 -1.2976 3.3891
C -1.1708 -0.9583 2.0362
O -0.3313 -0.0794 1.6386
C -1.9123 -1.6822 1.0369
N -1.5822 -1.3847 -0.2493
C -2.1666 -2.0574 -1.2190
C -3.0808 -3.0867 -0.9727
C -3.4347 -3.3829 0.3177
C -2.8784 -2.6405 1.3750
H -8.3726 -3.2823 -0.4802
H -7.0413 -4.6547 1.1119
H -5.0092 -1.1329 2.4439
H -6.3404 0.2206 0.8989
H -2.4878 -2.5062 4.7515
H -0.7585 -0.8202 4.1420
H -1.8885 -1.7944 -2.2304
H -3.4941 -3.6399 -1.8035
H -4.1222 -4.1913 0.5190
O 3.1296 3.4767 -3.8066
C 2.3929 2.6732 -4.5487
O 2.3919 2.7117 -5.7533
C 1.5211 1.6919 -3.8367
C 0.7014 0.7941 -4.4880
N 0.0361 0.1062 -3.5469
N 0.3744 0.5009 -2.3169
C 1.2839 1.4570 -2.4685
C 1.8226 2.0668 -1.2045
O 2.6091 3.0187 -1.2743
O 1.3730 1.5466 -0.1423
H 2.9955 3.3363 -2.8224
H 0.5674 0.6195 -5.5409
H -0.6312 -0.6351 -3.6736
S 3.0075 -2.6806 1.4308
C 2.0183 -1.9330 0.4139
N 1.2952 -1.4106 -0.3564
C 0.6428 4.0867 1.6762
N -0.3921 3.1462 1.2798
C -0.9061 3.0862 0.0668
N -0.6333 4.0272 -0.8331
S -1.9070 1.7435 -0.3682
H 0.7768 4.0180 2.7516
H 0.3341 5.1081 1.4480
H 1.5850 3.8518 1.1756
H -0.5098 2.3018 1.8270
H 0.0317 4.7633 -0.6605
H -1.0417 3.9432 -1.7474
```

Properties
HOMO energy (spin up / spin down) (Eh): -0.2813 / -0.2804
Gap between HOMO and LUMO (spin up / spin down) (Ha): 0.245 / 0.213
2S+1: 2
Energy above the lowest of the compared OMol25 structures with the same formula, charge and spin (kJ/mol): 51.7
E_tot (hartree): -5166.8921